# 1
2 unconnected molecules or ions with the total composition C3H2BrN. Source: the OMol25 dataset; level of theory: ωB97M-V/def2-TZVPD.

Bonds (Å) are listed after each position.
Cartesian coordinates (Å):
1 C 0.7255 0.2227 -1.1578  C2 1.202, H4 1.056
2 C -0.3337 -0.3349 -1.2640  C1 1.202, N7 1.306
3 Br -4.0572 1.1549 0.4564  no bonds
4 H 1.7168 0.4817 -1.4120  C1 1.056
5 C -1.5646 -0.3487 0.5767  H6 1.096, N7 1.195
6 H -2.4763 -0.1721 1.1586  C5 1.096
7 N -1.4465 -0.5061 -0.6021  C2 1.306, C5 1.195

Values from the calculation:
**E_HOMO (alpha / beta)**: -9.024 / -9.685 eV
**Energy relative to the best compared isomer or geometry (same formula, charge and spin)**: 5.478 eV
**Net charge**: 0

***

# 2
2 unconnected molecules or ions with the total composition C3H2BrNO2. Source: the OMol25 dataset; level of theory: ωB97M-V/def2-TZVPD.

Bonds (Å) are listed after each position.
Cartesian coordinates (Å):
1 C -0.1606 -0.6454 -1.8510  N2 1.189, O3 1.150
2 N 0.3680 0.3236 -1.4095  C1 1.189, Br7 1.785
3 O -0.5416 -1.7189 -2.0063  C1 1.150
4 C 0.3874 0.1132 1.6666  H5 1.024, C6 1.288, H8 1.196
5 H 0.6774 0.6100 2.5135  C4 1.024
6 C -0.6763 -0.1059 0.9733  C4 1.288, O9 1.177
7 Br 0.2154 2.1014 -1.3551  N2 1.785
8 H 1.3675 -0.2914 1.1138  C4 1.196
9 O -1.6373 -0.3865 0.3547  C6 1.177

Values from the calculation:
**E_HOMO**: -9.461 eV
**Energy relative to the best compared isomer or geometry (same formula, charge and spin)**: 2.246 eV
**Net charge**: 0

***

# 3
A gas-phase ion, C3H2BrO2S (charge -1). Source: the OMol25 dataset; level of theory: ωB97M-V/def2-TZVPD.

Bonds (Å) are listed after each position.
Cartesian coordinates (Å):
1 H -0.7454 1.6000 -1.6660  C4 1.092
2 C 1.0175 1.3208 -0.5070  C4 1.427, H7 1.091
3 O -0.3669 -0.0586 2.0716  S8 1.425
4 C -0.2599 0.9001 -0.9834  H1 1.092, C2 1.427, C6 1.334
5 Br 1.6098 -1.8564 0.5563  S8 2.437
6 C -1.2429 0.0708 -0.6304  C4 1.334, S8 1.903
7 H 1.8992 0.8898 -0.9844  C2 1.091
8 S -0.5789 -0.8424 0.9009  O3 1.425, Br5 2.437, C6 1.903, O9 1.443
9 O -1.3326 -2.0241 1.2424  S8 1.443

Values from the calculation:
**E_HOMO (alpha / beta)**: -4.588 / -4.697 eV
**Energy relative to the best compared isomer or geometry (same formula, charge and spin)**: 3.223 eV
**Net charge**: -1

***

Which value of net charge does entry 2 give?
0

***

What did the third record say?
A gas-phase ion, C3H2BrO2S (charge -1). Source: the OMol25 dataset; level of theory: ωB97M-V/def2-TZVPD.

Bonds (Å) are listed after each position.
Cartesian coordinates (Å):
1 H -0.7454 1.6000 -1.6660  C4 1.092
2 C 1.0175 1.3208 -0.5070  C4 1.427, H7 1.091
3 O -0.3669 -0.0586 2.0716  S8 1.425
4 C -0.2599 0.9001 -0.9834  H1 1.092, C2 1.427, C6 1.334
5 Br 1.6098 -1.8564 0.5563  S8 2.437
6 C -1.2429 0.0708 -0.6304  C4 1.334, S8 1.903
7 H 1.8992 0.8898 -0.9844  C2 1.091
8 S -0.5789 -0.8424 0.9009  O3 1.425, Br5 2.437, C6 1.903, O9 1.443
9 O -1.3326 -2.0241 1.2424  S8 1.443

Values from the calculation:
**E_HOMO (alpha / beta)**: -4.588 / -4.697 eV
**Energy relative to the best compared isomer or geometry (same formula, charge and spin)**: 3.223 eV
**Net charge**: -1

***

Please write out number 1 again, unchanged.
2 unconnected molecules or ions with the total composition C3H2BrN. Source: the OMol25 dataset; level of theory: ωB97M-V/def2-TZVPD.

Bonds (Å) are listed after each position.
Cartesian coordinates (Å):
1 C 0.7255 0.2227 -1.1578  C2 1.202, H4 1.056
2 C -0.3337 -0.3349 -1.2640  C1 1.202, N7 1.306
3 Br -4.0572 1.1549 0.4564  no bonds
4 H 1.7168 0.4817 -1.4120  C1 1.056
5 C -1.5646 -0.3487 0.5767  H6 1.096, N7 1.195
6 H -2.4763 -0.1721 1.1586  C5 1.096
7 N -1.4465 -0.5061 -0.6021  C2 1.306, C5 1.195

Values from the calculation:
**E_HOMO (alpha / beta)**: -9.024 / -9.685 eV
**Energy relative to the best compared isomer or geometry (same formula, charge and spin)**: 5.478 eV
**Net charge**: 0